Molecular formula: C5H16N3
Method: DFT, the ωB97M-V functional and the def2-TZVPD basis

Geometry as XYZ:
```
24
Properties=species:S:1:pos:R:3:forces:R:3:nbo_charge:R:1
C 0.730 2.631 -0.694 -0.1 0.1 0.3 -0.422
N 0.246 1.576 0.219 0.4 -0.2 -0.6 -0.516
C 0.315 1.661 1.510 -0.1 0.3 0.3 0.400
N -0.008 0.715 2.359 0.1 0.0 0.0 -0.712
H 0.126 3.525 -0.570 0.0 0.0 -0.1 0.232
H 0.626 2.269 -1.710 0.0 0.0 0.0 0.241
H 1.773 2.865 -0.488 0.0 -0.1 -0.1 0.227
H 0.021 0.686 -0.220 -0.2 0.1 0.2 0.436
H 0.640 2.609 1.932 0.0 -0.1 -0.1 0.226
H -0.272 -0.211 2.051 -0.1 0.0 0.1 0.428
H 0.061 0.898 3.346 0.0 -0.1 0.0 0.438
C 0.227 -1.989 -0.437 0.2 0.0 -0.1 -0.207
C -0.887 -1.313 -1.218 -0.2 -0.3 -0.1 -0.424
C -2.128 -0.994 -0.383 0.2 0.0 -0.1 -0.610
N 1.435 -2.112 -1.252 0.1 0.4 0.3 -0.807
H -0.106 -2.984 -0.142 0.0 -0.1 0.0 0.212
H 0.415 -1.462 0.514 0.0 0.2 0.1 0.105
H -1.177 -2.003 -2.011 0.1 0.1 -0.1 0.245
H -0.516 -0.419 -1.743 0.0 0.0 0.0 0.169
H -1.951 -0.186 0.334 -0.1 0.0 0.1 0.165
H -2.458 -1.874 0.169 0.0 0.0 0.0 0.225
H -2.949 -0.690 -1.029 0.0 0.1 0.1 0.238
H 2.236 -2.348 -0.675 -0.1 -0.3 -0.1 0.366
H 1.676 -1.206 -1.647 -0.1 -0.1 -0.1 0.340
```
Positions in Å, forces in eV/Å.

Results
Kohn-Sham gap: 9.23 eV
energy: -364.134537 hartree
net charge: +1
multiplicity: 1